C5H10O | ωB97M-V with the def2-TZVPD basis set

energy relative to the best compared isomer or geometry (same formula, charge and spin) = 528.32 kJ/mol
HOMO-LUMO gap (spin up / spin down) = 8.439 / 8.440 eV

ORCA input file:
```
! RIJCOSX wB97M-V def2-TZVPD def2/J DEFGRID3
* xyz 0 1
O -2.05 0.99 0.65
C -0.97 1.50 1.17
C 0.24 1.34 0.35
C 0.05 -0.73 0.09
C 1.05 -0.89 -1.06
C 0.00 -1.90 -0.91
H -0.98 -0.22 0.09
H -0.75 1.34 2.25
H -0.82 2.65 1.04
H 1.24 1.50 0.76
H 0.11 1.60 -0.70
H 0.41 -1.03 1.08
H 0.98 -0.20 -1.89
H 2.07 -1.15 -0.78
H -0.83 -1.90 -1.61
H 0.26 -2.88 -0.51
*
```